[1]
Density functional theory data (ωB97M-V/def2-TZVPD) for one molecule with the formula C3H4N2O2.

Calculated values
- Kohn-Sham gap (hartree) = 0.409
- HOMO energy (eV) = -10.390
- SMILES string = OCc1ncno1

Each atom is followed by the atoms it is bonded to, with distances in Å.
Positions of all 11 atoms, in Å:
1 C -1.80503 -0.99981 0.08133  N4 1.384, N5 1.259, H8 1.071
2 C -0.05110 0.20387 -0.11241  C3 1.466, N4 1.211, O6 1.647
3 C 1.27395 0.81858 0.00967  C2 1.466, O7 1.506, H9 1.083, H10 1.184
4 N -0.43641 -0.94398 -0.11972  C1 1.384, C2 1.211
5 N -2.31556 0.13383 0.28190  C1 1.259, O6 1.326
6 O -1.41831 1.09482 0.11016  C2 1.647, N5 1.326
7 O 2.27184 -0.30584 -0.08485  C3 1.506, H11 1.010
8 H -2.43984 -1.83774 0.28516  C1 1.071
9 H 1.50143 1.53776 -0.76811  C3 1.083
10 H 1.35215 1.32813 1.07513  C3 1.184
11 H 2.06687 -1.02961 -0.75826  O7 1.010

The natural (NBO) scheme yields these atomic charges, measured in e: C 0.098; C 0.481; C -0.140; N -0.463; N -0.071; O -0.337; O -0.728; H 0.214; H 0.217; H 0.236; H 0.493

=====

[2]
Density functional theory data (ωB97M-V/def2-TZVPD) for one molecule with the formula C3H4N2O2.

Calculated values
- Kohn-Sham gap (hartree) = 0.368
- HOMO energy (eV) = -9.380
- SMILES string = C#CONC(N)=O

Each atom is followed by the atoms it is bonded to, with distances in Å.
Positions of all 11 atoms, in Å:
1 N -1.10008 -0.05957 0.04231  C2 1.380, O4 1.408, H8 1.018
2 C -0.06219 -0.96270 -0.06956  N1 1.380, N3 1.366, O7 1.217
3 N -0.00184 -1.85940 0.95930  C2 1.366, H9 1.008, H10 1.011
4 O -1.06787 1.05308 -0.81955  N1 1.408, C5 1.339
5 C 0.12824 1.64882 -0.90575  O4 1.339, C6 1.206
6 C 1.05736 2.40759 -0.78246  C5 1.206, H11 1.049
7 O 0.81073 -0.82968 -0.90750  C2 1.217
8 H -1.43853 0.18353 0.97119  N1 1.018
9 H 0.67460 -2.59818 0.84772  N3 1.008
10 H -0.84718 -2.08231 1.46731  N3 1.011
11 H 1.84675 3.09881 -0.80303  C6 1.049

The natural (NBO) scheme yields these atomic charges, measured in e: N -0.349; C 0.740; N -0.837; O -0.327; C 0.291; C -0.335; O -0.603; H 0.382; H 0.413; H 0.389; H 0.236

=====

[3]
Density functional theory data (ωB97M-V/def2-TZVPD) for one molecule with the formula C3H4N2O2.

Calculated values
- Kohn-Sham gap (hartree) = 0.346
- HOMO energy (eV) = -10.200
- SMILES string = [H]/N=C(\C=O)NC=O

Each atom is followed by the atoms it is bonded to, with distances in Å.
Positions of all 11 atoms, in Å:
1 C 0.47983 0.19494 -0.08299  C3 1.436, N8 1.212, N9 1.413
2 C -1.98165 0.27993 -0.01749  H6 1.050, N9 1.421, O10 1.213
3 C 1.61901 -0.66230 0.08582  C1 1.436, H7 1.261, O11 1.236
4 H 1.44968 1.84586 -0.01266  N8 0.986
5 H -0.97442 -1.37703 -0.09572  N9 0.937
6 H -1.67336 1.27953 -0.11049  C2 1.050
7 H 1.52341 -1.84760 0.50503  C3 1.261
8 N 0.57589 1.39537 0.05670  C1 1.212, H4 0.986
9 N -0.77162 -0.46188 -0.08172  C1 1.413, C2 1.421, H5 0.937
10 O -3.01467 -0.35312 -0.06577  C2 1.213
11 O 2.76789 -0.29371 -0.18070  C3 1.236

The natural (NBO) scheme yields these atomic charges, measured in e: C 0.308; C 0.535; C 0.360; H 0.383; H 0.406; H 0.162; H 0.131; N -0.614; N -0.636; O -0.553; O -0.482

=====

[4]
Density functional theory data (ωB97M-V/def2-TZVPD) for one molecule with the formula C3H4N2O2.

Calculated values
- Kohn-Sham gap (hartree) = 0.429
- HOMO energy (eV) = -11.701
- SMILES string = C[C@@H](C#N)[N+](=O)[O-]

Each atom is followed by the atoms it is bonded to, with distances in Å.
Positions of all 11 atoms, in Å:
1 C 1.38435 -0.65590 0.22024  C3 1.465, N4 1.143
2 C -0.34048 0.40099 -1.19275  C3 1.517, H8 1.050, H9 0.998, H10 0.991
3 C -0.05195 -0.43151 0.04217  C1 1.465, C2 1.517, N5 1.509, H11 1.171
4 N 2.50916 -0.82642 0.11197  C1 1.143
5 N -0.48120 0.18265 1.35174  C3 1.509, O6 1.196, O7 1.180
6 O -0.87079 -0.51136 2.24407  N5 1.196
7 O -0.24713 1.33876 1.34330  N5 1.180
8 H 0.17123 1.31118 -1.08602  C2 1.050
9 H -1.28999 0.70136 -1.13120  C2 0.998
10 H -0.10931 -0.08948 -2.02171  C2 0.991
11 H -0.67388 -1.42027 0.11819  C3 1.171

The natural (NBO) scheme yields these atomic charges, measured in e: C 0.246; C -0.588; C -0.198; N -0.256; N 0.554; O -0.351; O -0.359; H 0.239; H 0.221; H 0.228; H 0.264

=====

[5]
Density functional theory data (ωB97M-V/def2-TZVPD) for one molecule with the formula C3H4N2O2.

Calculated values
- Kohn-Sham gap (hartree) = 0.326
- HOMO energy (eV) = -8.705
- SMILES string = [H]/N=c1/occn1O

Each atom is followed by the atoms it is bonded to, with distances in Å.
Positions of all 11 atoms, in Å:
1 C -0.05598 0.76644 -1.21430  C2 1.408, H5 1.128, N8 1.564
2 C 1.29915 0.80519 -0.83497  C1 1.408, H6 0.999, O11 1.363
3 C 0.42772 -0.28514 0.99379  N8 1.516, N9 1.206, O11 1.478
4 H -2.42195 -0.98828 -0.24515  O10 1.033
5 H -0.73938 1.10566 -2.04551  C1 1.128
6 H 1.96537 1.38723 -1.29800  C2 0.999
7 H -0.49292 -0.69022 2.82143  N9 1.259
8 N -0.66030 -0.07104 -0.04035  C1 1.564, C3 1.516, O10 1.618
9 N 0.51829 -0.80255 2.07939  C3 1.206, H7 1.259
10 O -1.50077 -1.36966 -0.51565  H4 1.033, N8 1.618
11 O 1.66078 0.14236 0.29932  C2 1.363, C3 1.478

The natural (NBO) scheme yields these atomic charges, measured in e: C -0.165; C 0.136; C 0.652; H 0.476; H 0.252; H 0.192; H 0.399; N -0.261; N -0.645; O -0.558; O -0.479

=====

[6]
Density functional theory data (ωB97M-V/def2-TZVPD) for one molecule with the formula C3H4N2O2S.

Calculated values
- Kohn-Sham gap (alpha / beta) (hartree) = 0.252 / 0.272
- HOMO energy (alpha / beta) (eV) = -7.480 / -7.589

Each atom is followed by the atoms it is bonded to, with distances in Å.
Positions of all 12 atoms, in Å:
1 C 1.08650 0.81921 0.11180  N5 1.348, O7 1.309
2 C 2.97889 2.14306 0.88816  N5 1.388, O6 1.211, S8 1.912
3 C -0.60955 -0.83947 -0.13973  O7 1.423, H9 1.092, H10 1.155, H11 1.080
4 N 2.92405 -0.30771 0.01905  S8 1.484
5 N 1.62383 1.86512 0.77138  C1 1.348, C2 1.388, H12 1.023
6 O 3.55346 3.16764 1.18085  C2 1.211
7 O -0.09310 0.35456 0.43763  C1 1.309, C3 1.423
8 S 3.99007 0.72105 0.10539  C2 1.912, N4 1.484
9 H -0.95494 -1.47275 0.67991  C3 1.092
10 H 0.04977 -1.38955 -0.91201  C3 1.155
11 H -1.51002 -0.72995 -0.72566  C3 1.080
12 H 1.08092 2.60357 1.22532  N5 1.023

The natural (NBO) scheme yields these atomic charges, measured in e: C 0.542; C 0.485; C -0.260; N -0.737; N -0.691; O -0.563; O -0.500; S 0.683; H 0.202; H 0.219; H 0.194; H 0.425

=====

In the order shown, the computed energy above the lowest of the compared OMol25 structures with the same formula, charge and spin values come out to 100.7; 120.0; 70.6; 125.4; 161.8; 138.4 kcal/mol.